[1]
Density functional theory data (ωB97M-V/def2-TZVPD) for a 2-piece molecular cluster, C5H11NO overall.

```
18
Properties=species:S:1:pos:R:3:mulliken_spin:R:1
N -1.6811 0.4960 0.6156 0.229
C -0.9766 -0.1080 -0.3319 0.176
C 0.2571 -0.7209 -0.0832 0.331
C 0.5622 -0.9601 1.3159 -0.004
C 1.6920 -0.7093 1.9958 0.197
C -1.6361 -0.0458 -1.7029 0.012
H -2.3643 1.2299 0.4622 -0.007
H -1.2772 0.5086 1.5490 -0.007
H 0.8528 -1.0534 -0.9200 0.014
H -0.2193 -1.5383 1.8221 0.032
H 2.0831 -1.1921 2.8760 0.002
H 2.4091 0.0034 1.5887 0.017
H -1.3731 -0.8469 -2.3898 -0.002
H -2.6950 -0.1869 -1.4585 0.000
H -1.5782 0.9467 -2.1393 0.008
H 1.4029 1.8510 -0.9966 -0.005
H 2.2398 0.7585 -1.3608 -0.005
O 2.3017 1.5675 -0.8423 0.012
```

* HOMO-LUMO gap (spin up / spin down): 9.97 / 7.69 eV
* HOMO (spin up / spin down): -13.974 / -14.805 eV
* relative energy (zero: lowest compared OMol25 entry of this formula, charge and spin): 1.3882 eV
* multiplicity: 2
* ⟨S²⟩: 0.768
* charge: +1

[2]
Density functional theory data (ωB97M-V/def2-TZVPD) for a 2-piece molecular cluster, C5H11NO2 overall.

```
19
Properties=species:S:1:pos:R:3:mulliken_spin:R:1
C -1.1362 -1.3423 0.0370 0.895
N -0.0216 -0.4895 -0.4001 -0.274
C 1.3087 -0.9247 -0.3813 0.630
O 2.1730 -0.2459 0.2396 0.163
C -0.4054 0.7868 0.2238 -0.022
C -1.0277 0.4550 1.5794 -0.013
C -1.7690 -0.8323 1.3702 0.083
H -0.9327 -2.3997 0.0587 -0.469
H -1.9353 -1.1152 -0.7251 -0.090
H 1.6242 -1.7333 -1.1386 0.107
H -1.1048 1.2008 -0.5101 0.005
H 0.4115 1.4816 0.2725 0.015
H -1.5973 1.1815 2.1624 -0.048
H -0.1428 0.2815 2.2266 0.002
H -1.8441 -1.4722 2.2578 0.037
H -2.8472 -0.7193 1.1291 -0.018
H 0.5423 1.3436 -1.6720 -0.008
H 0.4032 2.3099 -2.7962 0.000
O 1.0598 1.9940 -2.1690 0.006
```

* HOMO-LUMO gap (spin up / spin down): 2.78 / 7.37 eV
* HOMO (spin up / spin down): 1.013 / -3.633 eV
* relative energy (zero: lowest compared OMol25 entry of this formula, charge and spin): 1.6357 eV
* multiplicity: 2
* ⟨S²⟩: 0.754
* charge: -1

[3]
Density functional theory data (ωB97M-V/def2-TZVPD) for a 3-piece molecular cluster, C5H11NO2 overall.

```
19
Properties=species:S:1:pos:R:3:mulliken_spin:R:1
C 0.7059 -1.2243 1.0913 0.043
C 1.4458 -0.0875 1.4417 0.316
N 1.6679 0.6574 0.2717 0.176
C 0.8364 0.1024 -0.7584 0.353
C 0.2735 -1.0724 -0.2481 0.042
C 0.7585 0.8113 -2.0665 0.097
H 0.4577 -2.0680 1.7138 -0.051
H 1.8508 0.0445 2.4345 0.003
H 1.9558 1.6040 0.2931 0.037
H -0.4391 -1.7261 -0.7316 -0.035
H 1.1331 0.1853 -2.9084 -0.136
H -0.2500 1.1692 -2.2822 0.028
H 1.4184 1.6792 -2.0909 0.042
H -2.1042 -1.3635 1.3815 -0.057
H -2.7292 -2.5125 0.5888 -0.101
O -2.8295 -1.9963 1.3732 0.253
H -0.8110 1.6274 -0.2601 -0.011
H -1.7168 2.0358 0.8568 -0.001
O -1.6239 2.1343 -0.1004 0.002
```

* HOMO-LUMO gap (spin up / spin down): 2.49 / 6.89 eV
* HOMO (spin up / spin down): 1.485 / -3.025 eV
* relative energy (zero: lowest compared OMol25 entry of this formula, charge and spin): 1.4377 eV
* multiplicity: 2
* ⟨S²⟩: 0.764
* charge: -1

[4]
Density functional theory data (ωB97M-V/def2-TZVPD) for a 2-piece molecular cluster, C5H11NO2 overall.

```
19
Properties=species:S:1:pos:R:3:nbo_charge:R:1
C -0.4392 1.7083 -1.1188 -0.427
C 1.0241 -0.8706 1.5941 0.225
C -1.2931 -1.4579 0.7606 -0.250
C -0.8825 0.6375 -2.0741 -0.608
C 0.6571 1.6778 -0.3895 0.483
O -0.4316 -0.4270 1.2008 -0.595
O 1.8081 -1.2047 0.5157 -0.710
N 1.7318 1.7296 0.1958 -0.711
H 2.0730 -0.3750 0.0775 0.493
H -0.7531 2.7000 -1.4261 0.239
H 1.7434 1.8985 1.2020 0.383
H 0.8838 -1.7871 2.1747 0.158
H 1.4449 -0.1119 2.2640 0.153
H -0.9350 -1.8756 -0.1871 0.168
H -1.2957 -2.3033 1.4593 0.160
H -2.3087 -1.0589 0.7476 0.196
H -0.4120 0.7322 -3.0552 0.211
H -0.6640 -0.3499 -1.6736 0.219
H -1.9514 0.7381 -2.2677 0.212
```

* HOMO-LUMO gap: 9.45 eV
* HOMO: -8.576 eV
* relative energy (zero: lowest compared OMol25 entry of this formula, charge and spin): 3.5798 eV
* multiplicity: 1
* SMILES: CC=C=N.COCO

[5]
Density functional theory data (ωB97M-V/def2-TZVPD) for C5H11NO2 as an isolated structure.

```
19
Properties=species:S:1:pos:R:3:nbo_charge:R:1
C 0.9303 -0.6786 0.5447 0.210
C -1.1676 0.3832 -0.4651 0.091
C -1.9209 0.5069 0.8438 -0.643
C 0.2266 0.6946 -0.4243 0.006
N 2.3345 -0.6948 0.2695 -0.861
C 1.0482 1.6456 -0.7967 -0.411
O 0.3040 -1.9521 0.4162 -0.742
O -1.5125 -0.6980 -1.2542 -0.711
H 0.3817 -2.2295 -0.5059 0.470
H -1.7838 -1.4312 -0.6832 0.479
H 0.7794 -0.4029 1.5921 0.167
H -1.4268 1.4665 -1.2111 0.119
H 2.8256 -1.3732 0.8447 0.368
H 2.5215 -0.8914 -0.7076 0.358
H -2.9886 0.5811 0.6395 0.224
H -1.7418 -0.3785 1.4535 0.212
H -1.5980 1.3926 1.3846 0.228
H 2.0977 1.5853 -0.5511 0.233
H 0.6902 2.4743 -1.3894 0.204
```

* HOMO-LUMO gap: 9.71 eV
* HOMO: -8.856 eV
* relative energy (zero: lowest compared OMol25 entry of this formula, charge and spin): 3.3621 eV
* multiplicity: 1

[6]
Density functional theory data (ωB97M-V/def2-TZVPD) for one molecule with the formula C5H11NO2.

```
19
Properties=species:S:1:pos:R:3:nbo_charge:R:1
C -0.4675 0.1966 -1.4682 -0.543
C 0.8567 0.0114 -2.2575 -0.049
O 1.8577 -0.6645 -1.5371 -0.716
C -0.5089 -0.5054 -0.1735 0.712
N -0.7197 0.2273 1.0029 -0.465
C -1.0499 -0.5581 2.1773 -0.424
C 0.3892 1.1509 1.2495 -0.417
O -0.4357 -1.7234 -0.1203 -0.613
H -1.3385 -0.1303 -2.0409 0.244
H -0.6994 1.2527 -1.2940 0.218
H 0.5602 -0.5117 -3.1695 0.165
H 1.3290 0.9625 -2.4816 0.186
H 1.5664 -1.5354 -1.3231 0.481
H -0.5343 -1.5189 2.3391 0.208
H -0.7982 0.0036 3.0682 0.200
H -2.0884 -0.8990 2.1399 0.210
H 1.3890 0.6880 1.2542 0.192
H 0.2214 1.6651 2.1897 0.207
H 0.4709 1.8887 0.4449 0.204
```

* HOMO-LUMO gap: 10.25 eV
* HOMO: -9.362 eV
* relative energy (zero: lowest compared OMol25 entry of this formula, charge and spin): 1.4385 eV
* multiplicity: 1
* SMILES: CN(C)C(=O)CCO

[7]
Density functional theory data (ωB97M-V/def2-TZVPD) for C5H11NO2 as an isolated structure.

```
19
Properties=species:S:1:pos:R:3:nbo_charge:R:1
C 0.4689 0.3030 -0.6090 0.281
C 0.1795 0.1740 0.8476 0.226
C 2.0724 0.1073 0.2727 -0.279
C -2.3962 0.1198 0.8440 -0.246
C 0.3183 -0.8423 -1.5780 -0.641
N 1.3158 -0.5800 1.3074 -0.643
O -1.2241 -0.6453 0.9462 -0.605
O 0.0879 1.4956 -1.2265 -0.697
H 0.0921 2.1983 -0.5554 0.470
H 1.1809 -1.5783 1.1671 0.382
H 0.0101 1.1048 1.3945 0.182
H 2.5773 1.0195 0.5902 0.194
H 2.7148 -0.5108 -0.3533 0.202
H -3.0419 -0.2599 0.0373 0.175
H -2.9617 0.0910 1.7847 0.169
H -2.2070 1.1865 0.6256 0.156
H -0.7317 -0.9449 -1.8650 0.230
H 0.6498 -1.7869 -1.1428 0.218
H 0.8947 -0.6513 -2.4872 0.226
```

* HOMO-LUMO gap: 9.47 eV
* HOMO: -8.662 eV
* relative energy (zero: lowest compared OMol25 entry of this formula, charge and spin): 3.8133 eV
* multiplicity: 1

[8]
Density functional theory data (ωB97M-V/def2-TZVPD) for one molecule with the formula C5H11NO2.

```
19
Properties=species:S:1:pos:R:3:nbo_charge:R:1
O 1.1708 0.3578 -3.4004 -0.569
C 0.9179 0.3846 -2.2318 0.805
O -0.0711 1.1253 -1.7173 -0.722
C 1.5928 -0.4433 -1.1259 -0.547
C 1.4047 -0.2286 0.3747 -0.400
C -0.0833 -0.5399 0.9115 -0.224
C -2.1996 0.2475 1.6303 -0.438
N -0.8115 0.6997 1.2542 -0.620
H -0.8686 1.1478 -2.2727 0.503
H 2.6952 -0.3354 -1.2672 0.244
H 1.5401 -1.4699 -1.4628 0.242
H 2.1512 -0.8965 0.9441 0.210
H 1.6964 0.7752 0.6575 0.221
H -0.4455 -1.0810 0.0415 0.168
H 0.0674 -1.1081 1.7992 0.197
H -2.4139 0.4822 2.6982 0.196
H -2.9683 0.5601 0.9418 0.188
H -2.1943 -0.8880 1.7572 0.184
H -1.1805 1.2105 0.4677 0.362
```

* HOMO-LUMO gap: 9.85 eV
* HOMO: -9.306 eV
* relative energy (zero: lowest compared OMol25 entry of this formula, charge and spin): 2.0239 eV
* multiplicity: 1
* SMILES: CNCCCC(=O)O

[9]
Density functional theory data (ωB97M-V/def2-TZVPD) for a 2-piece molecular cluster, C5H11NO2 overall.

```
19
Properties=species:S:1:pos:R:3:nbo_charge:R:1
C 0.2451 1.8090 0.6862 0.466
C -0.4130 -1.1351 -1.7331 -0.428
C -1.2320 1.8105 0.9368 -0.686
C 1.0472 -2.1372 0.5525 -0.705
N -0.0305 -0.2464 -0.6538 -0.639
C 0.6465 -0.6913 0.3640 0.609
O 0.7016 2.3770 -0.4530 -0.651
O 0.9686 0.1360 1.3063 -0.596
H 0.2025 1.9941 -1.1940 0.501
H 0.8278 2.1952 1.5131 0.186
H -1.0195 -1.9836 -1.3903 0.178
H -1.0169 -0.5748 -2.4538 0.192
H 0.4523 -1.5273 -2.2822 0.182
H -1.4783 1.0772 1.7033 0.244
H -1.5232 2.8129 1.2769 0.228
H -1.8077 1.5805 0.0401 0.229
H 1.6186 -2.2499 1.4731 0.235
H 0.1594 -2.7730 0.6014 0.228
H 1.6518 -2.4740 -0.2935 0.228
```

* HOMO-LUMO gap: 9.68 eV
* HOMO: -8.739 eV
* relative energy (zero: lowest compared OMol25 entry of this formula, charge and spin): 2.4517 eV
* multiplicity: 1

[10]
Density functional theory data (ωB97M-V/def2-TZVPD) for one molecule with the formula C5H11NO2.

```
19
Properties=species:S:1:pos:R:3:nbo_charge:R:1
C 1.3543 1.1466 1.4612 -0.428
N -0.0771 0.8990 1.2697 -0.630
C -0.4558 -0.0636 0.2070 -0.073
C 0.1598 0.2191 -1.1723 -0.553
C -0.8579 0.3751 -2.2923 0.455
O -0.5587 0.3034 -3.4533 -0.515
C -0.1522 -1.4706 0.6804 -0.069
O -0.9079 -2.4437 -0.0313 -0.712
H 1.5962 2.1805 1.2247 0.193
H 1.9655 0.5578 0.7797 0.185
H 1.6533 0.8592 2.4623 0.197
H -0.5533 1.7773 1.1372 0.360
H -1.5326 0.0856 0.1401 0.189
H 0.7897 -0.6009 -1.5004 0.244
H 0.7693 1.1248 -1.2388 0.244
H -1.9239 0.5292 -2.0131 0.096
H -0.3059 -1.5346 1.7617 0.177
H 0.8861 -1.7230 0.4895 0.176
H -1.8490 -2.2214 0.0880 0.462
```

* HOMO-LUMO gap: 9.93 eV
* HOMO: -9.108 eV
* relative energy (zero: lowest compared OMol25 entry of this formula, charge and spin): 2.0197 eV
* multiplicity: 1
* SMILES: CN[C@H](CO)CC=O

What did the eighth record say?
Density functional theory data (ωB97M-V/def2-TZVPD) for one molecule with the formula C5H11NO2.

```
19
Properties=species:S:1:pos:R:3:nbo_charge:R:1
O 1.1708 0.3578 -3.4004 -0.569
C 0.9179 0.3846 -2.2318 0.805
O -0.0711 1.1253 -1.7173 -0.722
C 1.5928 -0.4433 -1.1259 -0.547
C 1.4047 -0.2286 0.3747 -0.400
C -0.0833 -0.5399 0.9115 -0.224
C -2.1996 0.2475 1.6303 -0.438
N -0.8115 0.6997 1.2542 -0.620
H -0.8686 1.1478 -2.2727 0.503
H 2.6952 -0.3354 -1.2672 0.244
H 1.5401 -1.4699 -1.4628 0.242
H 2.1512 -0.8965 0.9441 0.210
H 1.6964 0.7752 0.6575 0.221
H -0.4455 -1.0810 0.0415 0.168
H 0.0674 -1.1081 1.7992 0.197
H -2.4139 0.4822 2.6982 0.196
H -2.9683 0.5601 0.9418 0.188
H -2.1943 -0.8880 1.7572 0.184
H -1.1805 1.2105 0.4677 0.362
```

* HOMO-LUMO gap: 9.85 eV
* HOMO: -9.306 eV
* relative energy (zero: lowest compared OMol25 entry of this formula, charge and spin): 2.0239 eV
* multiplicity: 1
* SMILES: CNCCCC(=O)O

Q: Look up the relative energy (zero: lowest compared OMol25 entry of this formula, charge and spin) of the fifth one.
A: 3.3621 eV